Density functional theory data (wB97M-V/def2-TZVPD) for C3H5N3 in the gas phase in a non-equilibrium geometry.

```
11
Properties=species:S:1:pos:R:3:mulliken_charge:R:1
C 1.77 -0.60 0.15 -0.69
N 0.41 -0.27 0.19 -0.18
C -0.72 0.16 -0.05 0.30
N -1.15 1.47 0.06 -0.48
C -1.74 -0.79 -0.57 0.14
N -2.39 -1.65 -0.99 -0.38
H 1.94 -1.65 -0.11 0.25
H 2.27 0.03 -0.60 0.31
H 2.25 -0.40 1.12 0.24
H -0.50 2.05 0.58 0.25
H -2.13 1.66 0.21 0.25
```

SMILES: C/N=C(\N)C#N
energy relative to the best compared isomer or geometry (same formula, charge and spin): 1.9202 eV
electronic energy: -281.5195 hartree
total charge: 0

***

Density functional theory data (wB97M-V/def2-TZVPD) for C3H5N3 in the gas phase in a non-equilibrium geometry.

```
11
Properties=species:S:1:pos:R:3:mulliken_charge:R:1
C -1.64 -0.37 -0.10 -0.82
N -0.24 0.07 -0.02 -0.45
C 1.48 1.71 0.12 0.16
N 2.38 0.96 0.16 -0.24
N 2.01 -0.76 0.10 -0.40
C 0.71 -0.80 0.02 0.24
H -1.81 -1.15 -0.85 0.30
H -2.27 0.48 -0.37 0.26
H -2.02 -0.75 0.86 0.29
H 0.79 2.52 0.08 0.31
H 0.61 -1.91 -0.01 0.35
```

energy relative to the best compared isomer or geometry (same formula, charge and spin): 4.7834 eV
electronic energy: -281.4143 hartree
total charge: 0

***

Density functional theory data (wB97M-V/def2-TZVPD) for C3H5N3 in the gas phase in a non-equilibrium geometry.

```
11
Properties=species:S:1:pos:R:3:mulliken_charge:R:1
N 1.33 -0.54 -1.71 -0.67
C 0.53 -0.27 -0.68 0.66
C -0.75 0.47 -0.51 -0.29
N -1.23 0.21 0.82 -0.44
C -0.41 -0.23 1.69 -0.21
N 1.20 -0.72 0.32 -0.51
H 1.48 0.32 -2.28 0.23
H -0.59 1.55 -0.66 0.24
H -1.46 0.14 -1.27 0.27
H -0.85 -0.53 2.62 0.37
H 0.75 -0.41 1.65 0.36
```

energy relative to the best compared isomer or geometry (same formula, charge and spin): 5.7126 eV
electronic energy: -281.3801 hartree
total charge: 0

***

Density functional theory data (wB97M-V/def2-TZVPD) for C3H5N3 in the gas phase in a non-equilibrium geometry.

```
11
Properties=species:S:1:pos:R:3:mulliken_charge:R:1
C -1.83 -0.20 0.02 -0.70
N -0.45 -0.07 -0.43 -0.33
C 0.38 0.90 -0.16 0.25
N 1.66 0.93 0.01 -0.50
C 2.14 -0.65 0.04 0.08
N 1.29 -1.53 -0.10 -0.36
H -2.49 -0.48 -0.81 0.26
H -1.86 -1.01 0.76 0.26
H -2.25 0.70 0.50 0.31
H 0.19 1.99 -0.04 0.36
H 3.22 -0.59 0.20 0.36
```

energy relative to the best compared isomer or geometry (same formula, charge and spin): 4.7957 eV
electronic energy: -281.4138 hartree
total charge: 0

***

Density functional theory data (wB97M-V/def2-TZVPD) for a molecular structure, C3H5N3 in a non-equilibrium geometry.

```
11
Properties=species:S:1:pos:R:3:mulliken_charge:R:1
C 0.42 -1.62 0.48 -1.06
C 0.31 -0.27 -0.10 0.44
N -0.39 0.42 0.80 -0.32
N -0.90 1.45 0.16 0.13
N -0.40 1.61 -1.05 -0.52
C 0.37 0.55 -1.25 -0.26
H -0.25 -0.91 1.46 0.42
H -0.44 -2.23 0.19 0.24
H 1.35 -2.20 0.24 0.27
H -1.27 2.22 0.70 0.26
H 0.89 0.42 -2.18 0.41
```

energy relative to the best compared isomer or geometry (same formula, charge and spin): 3.6888 eV
electronic energy: -281.4545 hartree
total charge: 0

***

Density functional theory data (wB97M-V/def2-TZVPD) for a molecular structure, C3H5N3.

```
11
Properties=species:S:1:pos:R:3:mulliken_charge:R:1
C 0.34 -1.19 -0.29 -0.69
N -0.37 0.05 0.94 -0.43
C -1.26 0.80 0.26 -0.06
N -0.70 1.65 -0.59 -0.34
N 0.62 1.49 -0.53 -0.37
C 0.82 0.52 0.38 0.05
H -0.05 -0.89 -1.26 0.33
H -0.25 -1.96 0.20 0.28
H 1.39 -1.50 -0.35 0.33
H -2.33 0.71 0.39 0.39
H 1.78 0.33 0.84 0.49
```

energy relative to the best compared isomer or geometry (same formula, charge and spin): 3.5950 eV
electronic energy: -281.4579 hartree
total charge: 0

***

Density functional theory data (wB97M-V/def2-TZVPD) for 2 unconnected molecules or ions with the total composition C3H5N3 in a non-equilibrium geometry.

```
11
Properties=species:S:1:pos:R:3:mulliken_charge:R:1
N 1.97 0.23 -0.42 -0.46
C 1.46 -0.24 0.52 0.55
C 1.33 -0.85 1.77 0.22
N 1.37 -1.35 2.82 -0.35
C -0.74 0.57 -1.17 -0.90
N -0.81 -0.08 0.14 -0.50
H -0.18 1.51 -1.10 0.34
H -0.16 -0.04 -1.88 0.34
H -1.72 0.77 -1.60 0.31
H -1.26 -0.99 0.10 0.22
H -1.29 0.48 0.84 0.23
```

SMILES: N#CC#N.CN
energy relative to the best compared isomer or geometry (same formula, charge and spin): 2.0497 eV
electronic energy: -281.5147 hartree
total charge: 0

***

Density functional theory data (wB97M-V/def2-TZVPD) for a molecular structure, C3H5N3 in a non-equilibrium geometry.

```
11
Properties=species:S:1:pos:R:3:mulliken_charge:R:1
C -0.34 -0.82 1.21 -0.89
N -1.41 -0.32 -1.19 -0.55
C -0.43 0.32 -1.20 0.47
N 0.57 0.11 0.50 -0.50
C 0.35 1.22 -1.97 0.27
N 0.86 1.93 -2.72 -0.36
H -1.35 -0.39 1.33 0.35
H -0.51 -1.74 0.64 0.35
H 0.07 -1.07 2.18 0.31
H 1.50 -0.26 0.30 0.28
H 0.69 1.02 0.94 0.28
```

energy relative to the best compared isomer or geometry (same formula, charge and spin): 2.5094 eV
electronic energy: -281.4978 hartree
total charge: 0

***

Density functional theory data (wB97M-V/def2-TZVPD) for C3H5N3 in the gas phase.

```
11
Properties=species:S:1:pos:R:3:mulliken_charge:R:1
H -2.31 1.36 0.15 0.23
N -1.32 1.64 0.11 -0.73
C -0.52 0.65 -0.01 0.48
C -0.70 -0.89 -0.03 -0.33
N 0.63 -1.49 -0.14 -0.53
C 1.44 -0.51 -0.16 -0.07
N 0.88 0.76 -0.06 -0.16
H -1.15 -1.21 0.92 0.26
H -1.34 -1.30 -0.84 0.29
H 2.53 -0.59 -0.20 0.35
H 1.42 1.62 0.07 0.22
```

SMILES: [H]/N=C1\CN=CN1
energy relative to the best compared isomer or geometry (same formula, charge and spin): 0.4477 eV
electronic energy: -281.5736 hartree
total charge: 0

***

Density functional theory data (wB97M-V/def2-TZVPD) for C3H5N3 in the gas phase in a non-equilibrium geometry.

```
11
Properties=species:S:1:pos:R:3:mulliken_charge:R:1
C 0.40 -0.96 1.09 -0.02
C -0.34 0.27 2.09 0.03
C -0.05 0.48 -1.93 -0.60
N 0.61 -0.78 -0.12 0.12
N -0.07 1.40 2.01 -0.40
N 0.86 0.07 -0.97 -0.49
H 0.54 -1.88 1.70 0.29
H -1.06 -0.20 2.86 0.29
H -0.64 -0.45 -2.25 0.27
H -0.74 1.21 -1.56 0.29
H 0.50 0.85 -2.92 0.22
```

energy relative to the best compared isomer or geometry (same formula, charge and spin): 1.3561 eV
spin multiplicity: 3
electronic energy: -281.3511 hartree
total charge: 0

***

Density functional theory data (wB97M-V/def2-TZVPD) for a molecular structure, C3H5N3O in a non-equilibrium geometry.

```
12
Properties=species:S:1:pos:R:3:mulliken_charge:R:1
C -0.30 0.39 1.83 -0.99
C 0.06 0.24 0.38 0.73
N -0.86 0.74 -0.52 -0.31
N -0.47 0.61 -1.72 -0.22
C 0.35 -1.10 -1.98 0.20
O 1.12 -1.39 -2.79 -0.28
N 1.04 -0.46 -0.10 -0.49
H -0.72 -0.54 2.23 0.27
H -1.04 1.18 1.95 0.31
H 0.59 0.64 2.42 0.32
H -1.30 0.70 -2.33 0.26
H 1.52 -1.01 0.61 0.20
```

energy relative to the best compared isomer or geometry (same formula, charge and spin): 3.8593 eV
electronic energy: -356.7155 hartree
total charge: 0

***

Density functional theory data (wB97M-V/def2-TZVPD) for C3H5N3O in the gas phase in a non-equilibrium geometry.

```
12
Properties=species:S:1:pos:R:3:mulliken_charge:R:1
C 1.64 0.57 0.68 -0.94
C 0.33 0.31 0.15 0.73
N -0.74 0.82 0.69 -0.28
N -2.03 0.53 0.17 -0.44
C -2.05 -0.55 -0.43 0.09
O -0.96 -1.33 -0.52 -0.31
N 0.16 -0.45 -1.15 -0.37
H 1.50 1.41 1.41 0.29
H 2.26 0.93 -0.19 0.31
H 2.00 -0.33 1.17 0.26
H -3.03 -0.93 -0.58 0.38
H 0.92 -0.99 -1.40 0.29
```

SMILES: CC1=NN=CON1
energy relative to the best compared isomer or geometry (same formula, charge and spin): 5.0290 eV
electronic energy: -356.6726 hartree
total charge: 0